No. 1
A 2-piece molecular cluster, C5H15NO overall in a non-equilibrium geometry. Source: the Open Molecules 2025 dataset; level of theory: wB97M-V/def2-TZVPD.

```
! wB97M-V def2-TZVPD RIJCOSX def2/J DEFGRID3
* xyz 0 1
C -1.072 -0.253 2.203
C -0.141 0.907 1.829
N -0.051 1.222 0.411
C 1.089 0.682 -0.301
C 1.146 -0.880 -0.269
C 1.084 1.128 -1.750
H -2.053 0.115 2.520
H -1.198 -0.943 1.367
H -0.687 -0.813 3.066
H 0.870 0.633 2.143
H -0.395 1.797 2.416
H -0.897 0.980 -0.093
H 1.995 1.036 0.208
H 1.845 -1.239 -1.030
H 0.144 -1.183 -0.554
H 1.438 -1.356 0.645
H 1.953 0.687 -2.239
H 1.198 2.197 -1.928
H 0.189 0.747 -2.244
O -1.775 -1.711 -2.116
H -2.538 -1.227 -1.785
H -2.143 -2.524 -2.498
*
```

Output
* SMILES: CCNC(C)C.O
* orbital gap: 8.9 eV
* molar mass: 105.181 g/mol



No. 2
An isolated molecule of C22H24N4O6 in a non-equilibrium geometry. Source: the Open Molecules 2025 dataset; level of theory: wB97M-V/def2-TZVPD.

```
! wB97M-V def2-TZVPD RIJCOSX def2/J DEFGRID3
* xyz 0 1
N 3.135 -3.230 -7.146
C 2.902 -2.677 -6.170
C 2.578 -1.975 -4.984
N 3.391 -2.067 -3.931
C 3.097 -1.375 -2.857
C 1.984 -0.509 -2.797
C 1.682 0.341 -1.657
C 2.634 0.657 -0.694
C 2.300 1.470 0.375
C 1.017 1.982 0.508
C 0.043 1.672 -0.478
C 0.388 0.866 -1.540
O -1.175 2.235 -0.266
C -2.176 2.173 -1.261
C -3.067 0.929 -1.153
O -2.425 -0.199 -1.718
C -2.563 -1.405 -1.007
C -1.686 -1.458 0.248
O -1.903 -2.706 0.873
C -1.278 -2.839 2.127
C -1.983 -2.067 3.256
O -1.793 -0.670 3.251
C -0.520 -0.235 3.668
C -0.610 1.275 3.927
O 0.575 1.810 4.478
C 1.649 1.982 3.584
C 1.432 3.126 2.577
O 0.582 2.790 1.502
N 1.138 -0.471 -3.827
C 1.402 -1.196 -4.900
C 0.481 -1.170 -5.981
N -0.238 -1.167 -6.872
H 3.759 -1.520 -2.016
H 3.647 0.297 -0.776
H 3.061 1.711 1.101
H -0.339 0.588 -2.285
H -2.794 3.057 -1.084
H -1.743 2.231 -2.264
H -3.998 1.121 -1.705
H -3.313 0.763 -0.100
H -2.254 -2.192 -1.698
H -3.608 -1.583 -0.721
H -1.945 -0.636 0.926
H -0.625 -1.351 -0.035
H -1.328 -3.906 2.359
H -0.221 -2.541 2.061
H -1.658 -2.485 4.221
H -3.062 -2.208 3.150
H 0.235 -0.447 2.896
H -0.221 -0.749 4.594
H -0.895 1.786 3.002
H -1.383 1.453 4.677
H 2.501 2.235 4.220
H 1.870 1.051 3.049
H 2.401 3.485 2.209
H 0.922 3.948 3.086
*
```

Output
* SMILES: N#Cc1ncc(-c2ccc3c(c2)OCCOCCOCCOCCOCCO3)nc1C#N
* orbital gap: 7.5 eV
* molar mass: 440.456 g/mol



No. 3
A 4-piece molecular cluster, C33H37ClFO8PSi overall in a non-equilibrium geometry. Source: the Open Molecules 2025 dataset; level of theory: wB97M-V/def2-TZVPD.

```
! wB97M-V def2-TZVPD RIJCOSX def2/J DEFGRID3
* xyz 0 1
C -2.984 2.444 2.835
C -2.747 0.838 3.208
O -3.684 0.053 2.390
C -3.227 -1.353 2.232
C -2.087 -1.392 1.053
C -2.238 -2.621 -0.021
C -1.316 -3.941 0.298
C 0.311 -3.679 0.189
Si 1.216 -3.538 1.882
F 2.785 -4.405 1.696
C 1.642 -1.742 2.434
C 2.332 -0.859 1.238
C 1.450 0.477 0.795
C 0.556 0.333 -0.575
C -0.359 1.557 -1.221
C -0.347 2.991 -0.423
C 0.524 3.123 0.963
C 1.439 1.903 1.613
P 0.178 -4.503 3.568
O -0.781 -3.317 4.439
Cl 1.750 -5.030 4.931
H -3.795 2.957 3.537
H -1.986 3.063 2.921
H -3.390 2.544 1.739
H -2.916 0.752 4.368
H -1.611 0.631 2.992
H -4.182 -1.956 1.867
H -2.849 -1.832 3.244
H -1.041 -1.304 1.570
H -2.226 -0.386 0.426
H -3.387 -2.935 -0.029
H -1.990 -2.193 -1.095
H -1.625 -4.492 1.311
H -1.571 -4.734 -0.557
H 0.494 -2.794 -0.555
H 0.753 -4.650 -0.348
H 2.460 -1.834 3.295
H 0.726 -1.120 2.844
H 2.579 -1.516 0.283
H 3.368 -0.429 1.628
H 0.552 -0.686 -1.162
H -0.930 1.346 -2.222
H -0.970 3.877 -0.897
H 0.518 4.175 1.502
H 2.066 2.018 2.608
H -0.146 -2.579 4.677
O 0.235 5.333 -2.897
C 1.447 5.320 -3.061
C 2.288 4.256 -2.477
C 3.613 4.243 -2.655
C 4.292 5.290 -3.443
O 5.504 5.276 -3.607
C 3.451 6.353 -4.027
C 2.126 6.367 -3.850
H 1.775 3.495 -1.902
H 4.244 3.470 -2.232
H 3.964 7.115 -4.603
H 1.495 7.139 -4.272
O 0.762 8.196 -5.522
C 0.259 7.784 -6.558
C -0.020 8.690 -7.689
C -0.572 8.239 -8.820
C -0.925 6.815 -8.987
O -1.428 6.402 -10.023
C -0.646 5.908 -7.856
C -0.094 6.360 -6.725
H 0.245 9.732 -7.552
H -0.784 8.890 -9.659
H -0.911 4.867 -7.993
H 0.118 5.708 -5.886
O 0.471 -10.370 7.804
C 0.110 -9.989 6.699
C -0.780 -10.813 5.857
C -1.173 -10.397 4.649
C -0.735 -9.096 4.105
O -1.097 -8.716 3.000
C 0.155 -8.273 4.947
C 0.547 -8.688 6.155
H -1.093 -11.764 6.271
H -1.825 -10.990 4.019
H 0.468 -7.321 4.533
H 1.199 -8.096 6.785
*
```

Output
* SMILES: CCOCCCCC[Si@@](F)(CCc1ccccc1)P(O)Cl.O=C1C=CC(=O)C=C1.O=C1C=CC(=O)C=C1.O=C1C=CC(=O)C=C1
* orbital gap: 6.8 eV
* molar mass: 675.162 g/mol



No. 4
A 2-piece molecular cluster, C7H13N2OS overall in a non-equilibrium geometry. Source: the Open Molecules 2025 dataset; level of theory: wB97M-V/def2-TZVPD.

```
! wB97M-V def2-TZVPD RIJCOSX def2/J DEFGRID3
* xyz -1 1
C -0.775 -2.704 -1.737
C -0.767 -2.171 -2.965
C 0.162 -1.074 -3.446
N 1.247 -0.728 -2.586
N 0.723 0.256 -1.594
C 0.498 1.401 -1.843
S -0.317 2.727 -2.238
H 0.118 -2.972 -1.190
H -1.717 -2.936 -1.250
H -1.464 -2.572 -3.706
H -0.519 -0.242 -3.710
H 0.609 -1.392 -4.400
C -0.945 0.849 3.205
C 0.537 0.731 2.870
C 0.996 1.906 2.025
O 0.794 -0.488 2.184
H -1.539 0.849 2.288
H -1.269 -0.002 3.807
H -1.157 1.767 3.756
H 1.117 0.684 3.794
H 0.458 1.925 1.076
H 2.054 1.808 1.781
H 0.843 2.860 2.536
H 0.312 -0.480 1.346
*
```

Output
* orbital gap: 5.8 eV
* molar mass: 173.261 g/mol



No. 5
An isolated ion of composition C6H9N6O3 and charge +1 in a non-equilibrium geometry. Source: the Open Molecules 2025 dataset; level of theory: wB97M-V/def2-TZVPD.

```
! wB97M-V def2-TZVPD RIJCOSX def2/J DEFGRID3
* xyz 1 1
N 3.852 1.447 1.211
C 2.626 1.266 0.636
N 1.827 0.303 0.998
C 0.685 -0.035 0.461
C 0.159 0.731 -0.745
C 1.003 1.944 -1.126
O 0.731 2.682 -2.049
N 2.151 2.144 -0.358
N -0.880 0.508 -1.409
C -1.732 -0.642 -1.131
O -3.070 -0.269 -1.090
C -1.268 -1.385 0.221
N -2.592 -1.426 1.115
O -0.956 -2.735 -0.034
N -0.186 -0.815 0.974
H 4.065 0.558 1.650
H 4.723 1.785 0.707
H 2.795 2.921 -0.288
H -1.457 -1.349 -1.997
H -3.520 -0.079 -1.927
H -2.558 -2.398 1.522
H -3.339 -1.425 0.356
H -2.583 -0.534 1.664
H -0.479 -3.197 0.639
*
```

Output
* SMILES: Nc1nc2c(c(=O)[nH]1)=N[C@H](O)[C@@]([NH3+])(O)N=2
* orbital gap: 8.4 eV
* molar mass: 213.177 g/mol



No. 6
A 2-piece molecular cluster, C19H29N3O3 overall in a non-equilibrium geometry. Source: the Open Molecules 2025 dataset; level of theory: wB97M-V/def2-TZVPD.

```
! wB97M-V def2-TZVPD RIJCOSX def2/J DEFGRID3
* xyz 0 1
C 4.417 -1.975 0.559
N 4.032 -0.608 0.212
C 2.910 -0.151 -0.359
O 2.743 1.063 -0.406
C 1.794 -1.066 -0.922
C 0.695 -1.274 0.139
C -0.626 -1.883 -0.369
C -1.626 -1.944 0.787
C -1.267 -1.079 -1.501
N 2.216 -2.375 -1.438
C 3.005 -2.540 -2.498
C 3.312 -3.966 -2.888
O 3.482 -1.612 -3.135
H 4.823 -2.482 -0.317
H 5.185 -1.951 1.333
H 3.559 -2.528 0.943
H 4.671 0.126 0.477
H 1.369 -0.504 -1.754
H 1.091 -1.907 0.934
H 0.466 -0.311 0.588
H -0.441 -2.899 -0.720
H -1.854 -0.935 1.138
H -1.209 -2.522 1.611
H -2.548 -2.421 0.456
H -1.420 -0.050 -1.180
H -0.634 -1.095 -2.386
H -2.231 -1.513 -1.763
H 1.869 -3.199 -0.979
H 3.760 -4.482 -2.042
H 4.011 -3.960 -3.724
H 2.391 -4.463 -3.185
C -5.471 2.665 3.224
O -4.181 2.245 3.687
C -3.137 2.229 2.789
C -1.892 1.806 3.283
C -0.757 1.761 2.460
C -0.872 2.147 1.125
N 0.049 2.219 0.086
C -0.573 2.646 -1.079
C 0.108 2.810 -2.404
C -1.896 2.872 -0.790
C -2.098 2.557 0.615
C -3.231 2.603 1.431
H -5.828 2.009 2.424
H -6.188 2.621 4.049
H -5.435 3.696 2.857
H -1.814 1.516 4.325
H 0.200 1.437 2.856
H 1.042 1.972 0.153
H 0.534 1.856 -2.727
H 0.914 3.544 -2.322
H -0.603 3.152 -3.161
H -2.655 3.216 -1.484
H -4.164 2.930 0.991
*
```

Output
* SMILES: CNC(=O)[C@H](CC(C)C)NC(C)=O.COc1ccc2[nH]c(C)cc2c1
* orbital gap: 7.9 eV
* molar mass: 347.459 g/mol



No. 7
C14H22CoF6N3O4S2Si2 as an isolated structure. Source: the Open Molecules 2025 dataset; level of theory: wB97M-V/def2-TZVPD.

```
! wB97M-V def2-TZVPD RIJCOSX def2/J DEFGRID3
* xyz -1 4
Co 0.288 -0.021 0.296
C 0.348 -2.726 2.343
Si -1.252 -2.673 1.367
C -1.465 -4.330 0.503
C -2.659 -2.502 2.605
N -1.097 -1.364 0.278
C -1.993 -0.988 -0.723
C -3.254 -1.562 -0.897
C -4.120 -1.159 -1.908
C -3.736 -0.145 -2.768
C -2.486 0.447 -2.612
C -1.587 0.048 -1.620
N -0.316 0.597 -1.449
Si 0.478 1.622 -2.567
C 2.257 1.831 -2.012
C 0.528 0.899 -4.304
C -0.254 3.353 -2.670
H 0.334 -3.552 3.061
H 0.510 -1.802 2.906
H 1.212 -2.870 1.688
H -1.384 -5.150 1.223
H -0.689 -4.465 -0.254
H -2.433 -4.411 0.004
H -2.545 -3.235 3.410
H -3.641 -2.652 2.153
H -2.648 -1.504 3.052
H -3.565 -2.346 -0.215
H -5.090 -1.633 -2.007
H -4.398 0.197 -3.555
H -2.201 1.252 -3.280
H 2.754 0.866 -1.891
H 2.326 2.368 -1.063
H 2.809 2.407 -2.761
H 0.977 -0.098 -4.280
H 1.144 1.531 -4.952
H -0.459 0.807 -4.759
H -0.283 3.798 -1.672
H -1.271 3.360 -3.069
H 0.363 3.993 -3.309
F 0.855 1.282 4.570
C 1.324 2.402 4.040
F 2.606 2.538 4.371
F 0.645 3.428 4.552
S 1.128 2.424 2.181
O 0.060 1.453 1.929
O 0.893 3.791 1.861
N 2.488 1.933 1.587
S 2.933 0.431 1.679
O 2.804 -0.174 2.970
O 2.471 -0.326 0.518
C 4.738 0.629 1.406
F 5.303 -0.574 1.423
F 5.261 1.364 2.382
F 4.990 1.211 0.240
*
```

Output
* <S²>: 3.758
* orbital gap (alpha / beta): 6.4 / 6.6 eV
* molar mass: 589.574 g/mol



No. 8
An isolated molecule of C6H9N. Source: the Open Molecules 2025 dataset; level of theory: wB97M-V/def2-TZVPD.

```
! wB97M-V def2-TZVPD RIJCOSX def2/J DEFGRID3
* xyz 0 1
C -0.497 0.879 2.564
C -0.327 1.213 1.419
C -0.093 1.366 -0.021
C 0.140 -0.047 -0.551
C -1.130 -0.843 -0.772
C 1.378 -0.709 -0.088
N 1.258 -0.231 -1.470
H -0.658 0.603 3.582
H -0.957 1.841 -0.502
H 0.782 1.994 -0.226
H -1.886 -0.583 -0.024
H -0.955 -1.921 -0.707
H -1.548 -0.619 -1.761
H 2.084 -0.151 0.525
H 1.345 -1.776 0.122
H 1.062 -1.014 -2.090
*
```

Output
* SMILES: C#CC[C@]1(C)CN1
* orbital gap: 10.5 eV
* molar mass: 95.145 g/mol



No. 9
C18H28EuNO4P2 as an isolated structure in a non-equilibrium geometry. Source: the Open Molecules 2025 dataset; level of theory: wB97M-V/def2-TZVPD.

```
! wB97M-V def2-TZVPD RIJCOSX def2/J DEFGRID3
* xyz 1 8
Eu 0.558 1.282 -0.508
P 2.796 -1.013 -0.181
C 2.618 -1.201 -1.946
C 1.366 -1.398 -2.614
N 0.214 -0.756 -2.235
C -0.944 -1.177 -2.746
C -0.974 -2.218 -3.673
C 0.243 -2.772 -4.218
C 1.423 -2.251 -3.732
C -2.289 -0.600 -2.282
P -2.291 1.024 -1.485
H 2.386 -2.590 -4.110
H -1.924 -2.584 -4.013
H 0.225 -3.585 -4.934
H -3.025 -0.596 -3.098
H -2.721 -1.286 -1.542
H 3.055 1.975 -2.756
H 3.321 -0.602 -2.550
H 0.702 4.775 -0.435
O 2.151 2.114 -2.313
H 1.607 2.502 -3.042
H 0.093 1.726 1.678
O 0.129 3.915 -0.547
H -0.687 4.077 -1.010
C -2.725 2.088 -2.949
H -3.702 1.792 -3.382
H -2.780 3.153 -2.649
H -1.939 1.977 -3.720
C -3.902 1.041 -0.617
H -3.898 1.840 0.137
H -4.760 1.211 -1.280
H -4.043 0.093 -0.087
C 2.542 -2.843 0.067
H 3.500 -3.362 -0.107
H 2.142 -3.106 1.060
H 1.825 -3.185 -0.702
C 4.631 -0.785 -0.033
H 4.888 -0.476 0.987
H 5.176 -1.710 -0.249
H 4.978 0.002 -0.708
O -0.183 1.977 2.615
C -0.507 0.683 2.699
O -0.469 -0.024 1.684
C -0.734 0.353 4.053
C -0.706 -0.991 4.475
C -0.807 -1.235 5.845
C -0.894 -0.134 6.734
C -0.878 1.219 6.303
C -0.766 1.433 4.938
H -0.596 -1.765 3.721
H -0.825 -2.261 6.250
H -0.988 -0.279 7.806
H -0.946 2.123 6.935
H -0.663 2.409 4.467
*
```

Output
* <S²>: 15.783
* orbital gap (alpha / beta): 3.8 / 4.4 eV
* molar mass: 536.337 g/mol